[1]
# C4H2ClO2

The ion C4H2ClO2 with charge -1 in a non-equilibrium geometry (wB97M-V/def2-TZVPD, the OMol25 dataset).

Values from the calculation:
Frontier orbital gap ... 6.966 eV
Total charge ... -1
SMILES ... [O-]/C(Cl)=C\C1=CO1
Highest occupied orbital energy ... -3.29 eV
Largest force on an atom ... 2.74 eV Å⁻¹
Electronic energy ... -764.22327 hartree

Each line ends with the natural charge from an NBO analysis.
Geometry (Å):
C -1.27 -0.73 -0.37  -0.291
C 0.07 -0.74 -0.16  0.362
C 2.67 -0.71 0.04  0.545
C 1.38 -0.15 -0.13  -0.596
O -0.40 -2.04 -0.13  -0.562
O 3.16 -1.81 0.21  -0.597
Cl 3.93 0.63 -0.12  -0.259
H -2.13 -0.48 0.32  0.172
H 1.39 1.02 -0.33  0.226

=====

[2]
# C4H2ClOS

A cluster of 2 separate species, C4H2ClOS in total (wB97M-V/def2-TZVPD, the OMol25 dataset).

Values from the calculation:
Frontier orbital gap ... 6.204 eV
Total charge ... -1
Highest occupied orbital energy ... -3.66 eV
Largest force on an atom ... 0.99 eV Å⁻¹
Electronic energy ... -1087.13593 hartree

Each line ends with the natural charge from an NBO analysis.
Geometry (Å):
C 0.46 1.54 0.00  -0.469
C -0.60 -1.26 0.00  -0.039
C -1.62 -0.44 0.01  -0.115
C 0.90 0.41 0.00  0.369
O 0.72 -0.89 -0.01  -0.467
S -3.01 0.31 -0.03  0.060
Cl 3.31 0.08 -0.01  -0.776
H 0.58 2.59 0.01  0.219
H -0.73 -2.34 0.04  0.218

=====

Copy entry 2 word for word.
# C4H2ClOS

A cluster of 2 separate species, C4H2ClOS in total (wB97M-V/def2-TZVPD, the OMol25 dataset).

Values from the calculation:
Frontier orbital gap ... 6.204 eV
Total charge ... -1
Highest occupied orbital energy ... -3.66 eV
Largest force on an atom ... 0.99 eV Å⁻¹
Electronic energy ... -1087.13593 hartree

Each line ends with the natural charge from an NBO analysis.
Geometry (Å):
C 0.46 1.54 0.00  -0.469
C -0.60 -1.26 0.00  -0.039
C -1.62 -0.44 0.01  -0.115
C 0.90 0.41 0.00  0.369
O 0.72 -0.89 -0.01  -0.467
S -3.01 0.31 -0.03  0.060
Cl 3.31 0.08 -0.01  -0.776
H 0.58 2.59 0.01  0.219
H -0.73 -2.34 0.04  0.218

=====

> What is the largest force on an atom in the second record?

0.99 eV Å⁻¹

=====

Repeat the second record exactly.
# C4H2ClOS

A cluster of 2 separate species, C4H2ClOS in total (wB97M-V/def2-TZVPD, the OMol25 dataset).

Values from the calculation:
Frontier orbital gap ... 6.204 eV
Total charge ... -1
Highest occupied orbital energy ... -3.66 eV
Largest force on an atom ... 0.99 eV Å⁻¹
Electronic energy ... -1087.13593 hartree

Each line ends with the natural charge from an NBO analysis.
Geometry (Å):
C 0.46 1.54 0.00  -0.469
C -0.60 -1.26 0.00  -0.039
C -1.62 -0.44 0.01  -0.115
C 0.90 0.41 0.00  0.369
O 0.72 -0.89 -0.01  -0.467
S -3.01 0.31 -0.03  0.060
Cl 3.31 0.08 -0.01  -0.776
H 0.58 2.59 0.01  0.219
H -0.73 -2.34 0.04  0.218